{
  "formula": "C23H29N3O3",
  "method": "ωB97M-V/def2-TZVPD",
  "symbols": ["C", "C", "C", "N", "C", "O", "C", "C", "C", "C", "N", "C", "O", "C", "C", "N", "C", "O", "C", "C", "C", "C", "C", "C", "C", "C", "C", "C", "C", "H", "H", "H", "H", "H", "H", "H", "H", "H", "H", "H", "H", "H", "H", "H", "H", "H", "H", "H", "H", "H", "H", "H", "H", "H", "H", "H", "H", "H"],
  "coordinates": [[-3.014250, 1.490357, 2.814566], [-3.567869, 1.622106, 1.405586], [-3.961787, 0.289209, 0.734333], [-3.576309, 0.456752, -0.667943], [-3.014947, -0.500271, -1.462021], [-2.508602, -0.219629, -2.538108], [-3.063767, -1.924426, -0.949695], [-2.233169, -2.864000, -1.817600], [-0.727142, -2.602758, -1.708363], [-0.274895, -3.498687, -0.548064], [-1.234182, -4.590122, -0.613675], [-2.395063, -4.271387, -1.252110], [-3.386278, -4.968807, -1.312254], [-3.299745, 1.860327, -0.938981], [-2.678057, 2.336791, 0.374177], [-1.238497, 2.059070, 0.420940], [-0.582282, 0.893047, 0.637121], [-1.104055, -0.169359, 0.939760], [0.905379, 0.981751, 0.477614], [1.951063, 0.660296, 1.572018], [2.768362, 0.984264, 0.287157], [4.245746, 0.989732, 0.135773], [4.920446, 2.141558, -0.249946], [6.302042, 2.137585, -0.389525], [7.021657, 0.978693, -0.143615], [6.354702, -0.177443, 0.242317], [4.976549, -0.170796, 0.380585], [1.801705, 2.175373, 0.057810], [1.743218, 0.097320, -0.477715], [-2.139434, 0.843324, 2.833997], [-2.740684, 2.466822, 3.218628], [-3.767450, 1.059990, 3.476664], [-4.466085, 2.245531, 1.453247], [-3.423831, -0.535129, 1.189729], [-5.035627, 0.106342, 0.825362], [-2.684076, -1.944473, 0.073923], [-4.102741, -2.263329, -0.913425], [-2.592268, -2.829082, -2.843661], [-0.232091, -2.913700, -2.628969], [-0.495734, -1.554804, -1.534935], [0.744572, -3.863410, -0.677806], [-0.333512, -2.966285, 0.406996], [-1.199699, -5.402024, -0.020301], [-2.641809, 1.946237, -1.799148], [-4.225265, 2.409151, -1.140711], [-2.767204, 3.417125, 0.491663], [-0.649177, 2.824452, 0.138956], [2.034702, 1.377298, 2.389530], [1.974275, -0.372090, 1.918742], [4.359195, 3.048085, -0.443414], [6.815783, 3.041297, -0.691215], [8.098330, 0.973808, -0.252229], [6.911774, -1.085295, 0.434968], [4.458138, -1.074130, 0.681417], [1.702070, 2.521513, -0.972956], [1.880457, 3.000939, 0.768398], [1.755682, -0.968201, -0.249039], [1.631743, 0.293464, -1.544558]],
  "atomic_forces_ev_per_a": [[0.00, 0.00, 0.00], [0.01, 0.06, 0.05], [-0.01, 0.00, -0.01], [0.01, 0.00, 0.00], [0.00, 0.00, 0.01], [0.00, 0.00, 0.00], [-0.01, 0.00, 0.00], [0.00, 0.00, 0.00], [0.00, 0.00, 0.00], [0.00, 0.00, 0.00], [0.00, 0.00, 0.00], [0.00, 0.00, 0.00], [0.00, 0.00, 0.00], [0.00, 0.00, 0.00], [-0.02, -0.10, -0.14], [0.00, 0.06, 0.20], [0.00, -0.01, -0.11], [0.00, 0.00, 0.00], [0.01, 0.00, -0.01], [0.00, 0.00, 0.00], [-0.01, 0.00, 0.00], [0.00, 0.00, 0.00], [0.00, 0.00, 0.00], [0.00, 0.00, 0.00], [0.00, 0.00, 0.00], [0.00, 0.00, 0.00], [0.00, 0.00, 0.00], [0.00, 0.00, 0.00], [0.00, 0.00, 0.00], [0.00, 0.00, 0.00], [0.00, 0.00, 0.00], [0.00, 0.00, 0.00], [0.00, 0.00, 0.00], [0.00, 0.00, 0.00], [0.00, 0.00, 0.00], [0.00, 0.00, 0.00], [0.00, 0.00, 0.00], [0.00, 0.00, 0.00], [0.00, 0.00, 0.00], [0.00, 0.00, 0.00], [0.00, 0.00, 0.00], [0.00, 0.00, 0.00], [0.00, 0.00, 0.00], [0.00, 0.00, 0.00], [0.00, 0.00, 0.00], [0.00, 0.00, 0.00], [0.00, 0.00, 0.00], [0.00, 0.00, 0.00], [0.00, 0.00, 0.00], [0.00, 0.00, 0.00], [0.00, 0.00, 0.00], [0.00, 0.00, 0.00], [0.00, 0.00, 0.00], [0.00, 0.00, 0.00], [0.00, 0.00, 0.00], [0.00, 0.00, 0.00], [0.00, 0.00, 0.00], [0.00, 0.00, 0.00]],
  "lowdin_charge": [-0.050, -0.290, -0.105, -0.028, -0.438, 0.059, -0.054, -0.209, -0.117, -0.170, 0.083, -0.473, 0.060, -0.080, -0.224, 0.152, -0.385, 0.066, -0.294, -0.006, -0.328, -0.156, -0.029, -0.083, -0.093, -0.083, -0.028, -0.052, -0.014, 0.068, 0.082, 0.083, 0.139, 0.101, 0.128, 0.112, 0.142, 0.153, 0.123, 0.092, 0.111, 0.108, 0.145, 0.123, 0.131, 0.149, 0.133, 0.120, 0.119, 0.109, 0.102, 0.101, 0.102, 0.115, 0.120, 0.118, 0.112, 0.125],
  "total_charge": 0,
  "fmax_ev_per_a": 0.2,
  "energy_ev": -34934.854
}

{
  "formula": "C23H29N3O4",
  "method": "ωB97M-V/def2-TZVPD",
  "symbols": ["C", "O", "C", "C", "C", "C", "O", "N", "C", "C", "C", "C", "C", "C", "C", "C", "N", "C", "C", "C", "O", "C", "C", "C", "N", "C", "C", "O", "C", "C", "H", "H", "H", "H", "H", "H", "H", "H", "H", "H", "H", "H", "H", "H", "H", "H", "H", "H", "H", "H", "H", "H", "H", "H", "H", "H", "H", "H", "H"],
  "coordinates": [[-0.191249, -3.101923, 1.408435], [-0.902250, -2.122958, 0.690936], [-0.270606, -0.947419, 0.419044], [1.011199, -0.624259, 0.813616], [1.579565, 0.604551, 0.475302], [2.984356, 0.828680, 0.910746], [3.455277, 0.280366, 1.891142], [3.697307, 1.692654, 0.139406], [5.139797, 1.742920, 0.237049], [5.631238, 3.171586, 0.040975], [5.768808, 0.785783, -0.801411], [5.113188, -0.558995, -0.692400], [5.589186, -1.540866, 0.169876], [4.880521, -2.722588, 0.287222], [3.722871, -2.886096, -0.458243], [3.332638, -1.851364, -1.291225], [4.005644, -0.720378, -1.407770], [0.832539, 1.524855, -0.238876], [-0.464454, 1.220324, -0.625791], [-1.026441, -0.009882, -0.324566], [-2.261887, -0.438712, -0.688060], [-3.199337, 0.459255, -1.254724], [-4.322521, -0.399695, -1.844051], [-5.074148, -1.127239, -0.729603], [-5.581525, -0.174322, 0.236351], [-6.912603, 0.067736, 0.303679], [-7.363938, 1.138528, 1.277465], [-7.710770, -0.561960, -0.364739], [-4.529850, 0.586609, 0.864293], [-3.772224, 1.403647, -0.187678], [-0.867492, -3.950990, 1.495824], [0.082053, -2.749666, 2.408178], [0.714166, -3.410099, 0.876173], [1.615914, -1.304724, 1.391107], [3.318538, 1.919601, -0.767561], [5.383583, 1.391068, 1.245170], [5.365765, 3.531588, -0.951032], [5.180070, 3.826703, 0.781571], [6.711521, 3.215598, 0.148248], [5.593600, 1.185283, -1.801960], [6.841288, 0.712735, -0.622630], [6.487792, -1.372761, 0.743044], [5.219551, -3.501499, 0.954959], [3.140092, -3.792416, -0.393295], [2.434583, -1.919567, -1.892585], [1.231858, 2.499120, -0.476629], [-1.026727, 1.958085, -1.176385], [-2.728532, 1.039759, -2.061987], [-5.010244, 0.243173, -2.395147], [-3.894948, -1.129735, -2.530692], [-4.391561, -1.816257, -0.223962], [-5.924679, -1.677325, -1.133939], [-8.448820, 1.186012, 1.239563], [-6.959098, 2.110011, 1.003054], [-7.057036, 0.892890, 2.291470], [-3.829683, -0.117495, 1.329242], [-4.927309, 1.241125, 1.637145], [-4.447771, 2.112572, -0.669399], [-2.966825, 1.958393, 0.296029]],
  "atomic_forces_ev_per_a": [[0.12, -0.16, 0.15], [-0.10, 0.37, -0.23], [-0.14, 0.05, -0.04], [-0.10, -0.05, 0.04], [-0.39, -0.03, -0.06], [-0.06, 0.29, 0.02], [0.01, -0.21, 0.09], [0.02, 0.32, -0.02], [0.30, 0.15, 0.03], [-0.06, -0.25, 0.18], [-0.17, -0.01, 0.34], [0.36, -0.10, -0.02], [-0.09, -0.06, -0.11], [-0.02, 0.05, -0.03], [0.05, 0.00, 0.05], [-0.17, -0.32, 0.02], [0.03, 0.29, -0.34], [0.28, -0.15, 0.18], [-0.32, -0.12, -0.14], [0.11, -0.15, 0.14], [0.19, -0.16, 0.10], [-0.39, 0.53, -0.41], [0.29, -0.07, 0.32], [-0.15, -0.22, -0.39], [0.26, -0.24, -0.04], [-0.10, 0.18, 0.31], [-0.18, -0.13, -0.14], [-0.33, -0.06, -0.17], [0.16, 0.39, 0.06], [0.23, -0.34, 0.12], [0.09, 0.04, 0.02], [0.01, -0.01, -0.04], [-0.01, 0.02, 0.02], [0.02, -0.10, 0.06], [-0.07, -0.15, 0.03], [-0.02, 0.06, -0.18], [-0.01, 0.08, -0.13], [-0.02, 0.08, 0.05], [0.14, 0.05, -0.04], [0.06, -0.02, -0.03], [0.06, 0.05, -0.03], [0.09, 0.04, 0.06], [0.03, -0.05, 0.04], [-0.06, -0.07, -0.02], [-0.08, -0.11, -0.01], [0.05, 0.09, -0.02], [-0.10, 0.03, -0.03], [-0.02, -0.12, 0.13], [-0.01, 0.01, -0.03], [0.02, 0.02, -0.08], [-0.07, -0.02, -0.01], [0.17, 0.01, 0.09], [0.03, -0.02, -0.03], [0.07, 0.11, 0.06], [0.07, 0.06, 0.09], [-0.08, 0.10, 0.08], [0.02, -0.09, 0.00], [0.00, 0.06, 0.00], [0.00, 0.07, -0.03]],
  "lowdin_charge": [-0.072, -0.064, -0.182, 0.041, -0.143, -0.455, 0.072, 0.092, -0.360, -0.050, -0.090, -0.300, -0.018, -0.059, -0.071, -0.145, 0.117, -0.028, -0.005, -0.178, -0.007, -0.319, -0.089, -0.126, -0.062, -0.504, 0.001, 0.043, -0.136, -0.091, 0.096, 0.101, 0.086, 0.114, 0.135, 0.146, 0.077, 0.079, 0.078, 0.120, 0.120, 0.116, 0.107, 0.096, 0.110, 0.112, 0.109, 0.145, 0.128, 0.124, 0.132, 0.122, 0.083, 0.080, 0.083, 0.135, 0.112, 0.127, 0.113],
  "total_charge": 0,
  "fmax_ev_per_a": 0.8,
  "energy_ev": -36983.067
}

- What is the formula in the first record?
  C23H29N3O3